Formula: C4H11NO3
Source: the OMol25 dataset
Level of theory: ωB97M-V/def2-TZVPD

Results
Energy relative to the best compared isomer or geometry (same formula, charge and spin): 5.468 eV
HOMO: -8.0148 eV
Multiplicity: 1
Orbital gap: 8.7 eV
Electronic energy: -11954.6417 eV
Maximum force: 5.4 eV/Å

XYZ file:
```
19
Properties=species:S:1:pos:R:3:lowdin_charge:R:1
O -2.032 0.459 0.692 -0.147
O 2.342 -0.876 0.518 -0.139
O 0.032 2.147 0.233 0.025
N 1.809 0.423 0.216 -0.044
C -0.480 -1.581 0.376 -0.028
C -0.522 -0.166 -0.111 -0.378
C 0.086 0.866 0.697 -0.292
C -0.664 0.019 -1.599 -0.022
H 0.122 0.734 1.771 0.150
H -0.527 -1.624 1.465 0.096
H 2.632 -0.790 1.439 0.086
H 0.116 -0.533 -2.129 0.094
H 0.441 -2.067 0.037 0.085
H 1.866 0.456 -0.803 0.072
H 0.628 2.680 0.778 0.122
H -1.632 -0.378 -1.915 0.097
H -0.619 1.068 -1.896 0.088
H -2.265 1.294 0.254 0.038
H -1.333 -2.134 -0.022 0.097
```

---

Formula: C25H63Cl12N5O11
Source: the OMol25 dataset
Level of theory: ωB97M-V/def2-TZVPD

Results
HOMO: -9.2972 eV
Multiplicity: 1
Orbital gap: 9.7 eV
Electronic energy: -207188.6969 eV
Maximum force: 3.2 eV/Å

XYZ file:
```
116
Properties=species:S:1:pos:R:3:lowdin_charge:R:1
Cl 4.356 1.741 -0.651 0.634
Cl 3.537 4.496 -1.295 0.532
Cl 1.978 0.987 5.385 0.519
Cl -0.682 -3.737 0.505 0.567
Cl -0.484 -6.256 2.152 0.472
Cl 3.149 -4.868 -1.946 0.550
Cl 3.465 -3.247 -4.365 0.505
Cl 0.962 -3.119 -2.814 0.537
Cl 4.904 3.998 1.216 0.528
Cl -2.170 -6.272 -0.247 0.533
Cl 2.613 1.546 2.591 0.579
Cl 0.100 2.466 3.762 0.624
O -3.500 0.626 3.777 -0.131
O -2.219 -3.342 3.157 -0.025
O -1.304 0.353 -3.089 -0.035
O 2.839 2.732 -5.036 -0.015
O -3.888 -1.797 0.525 -0.183
O -4.900 2.331 2.093 -0.144
O 0.689 -0.718 1.367 -0.043
O -3.995 0.776 -1.870 -0.171
O 0.735 3.756 0.000 -0.017
O 4.456 -1.568 -0.974 -0.200
O 3.434 -1.750 1.530 -0.180
N 0.090 -0.100 -0.681 0.050
N 4.957 2.658 -4.372 0.028
N 0.455 1.682 -3.975 0.017
N -1.549 3.813 0.563 0.029
N -1.944 -3.655 5.344 0.013
C -5.279 1.867 0.795 -0.131
C -1.533 -5.239 1.039 -1.457
C 2.753 -3.339 -2.719 -1.474
C -0.299 -0.238 -5.220 0.011
C 3.857 3.264 -0.006 -1.559
C 1.282 1.215 3.755 -1.511
C -2.023 2.857 -0.532 -0.035
C 4.247 -2.416 2.584 -0.060
C -0.788 -1.770 4.324 0.020
C 3.458 0.713 -3.958 0.002
C 5.873 -1.730 -0.914 -0.145
C 0.750 2.609 -2.888 -0.054
C -2.728 -4.862 5.366 -0.071
C -4.653 -3.050 0.594 -0.102
C -0.110 5.459 1.544 -0.006
C -4.264 -0.556 3.607 -0.148
C -0.434 0.635 -3.958 -0.460
C -0.167 -0.221 0.645 -0.532
C -0.230 4.239 0.618 -0.511
C 3.742 2.121 -4.452 -0.550
C 1.391 -0.474 -1.147 -0.126
C 5.098 4.043 -4.860 -0.061
C -1.661 -2.976 4.192 -0.506
C -4.681 -0.386 -2.387 -0.119
C -1.441 0.313 1.208 0.010
H 5.372 4.036 -5.913 0.082
H 0.633 5.238 2.334 0.084
H 4.153 4.589 -4.756 0.083
H 0.896 2.057 -1.967 0.056
H -6.356 1.968 0.567 0.093
H -5.673 -2.718 0.914 0.101
H -1.266 2.148 -0.755 0.038
H 6.350 -1.124 -0.149 0.069
H -3.800 1.281 3.162 0.009
H -5.661 -0.239 -1.927 0.082
H -3.597 -4.584 4.836 0.071
H -4.763 2.294 -0.025 0.031
H -0.653 0.110 -1.355 0.090
H 4.110 0.407 -3.168 0.032
H -3.080 0.868 -2.230 0.044
H 5.909 4.510 -4.308 0.081
H 4.092 -1.442 -0.093 0.017
H -2.178 4.558 0.953 0.144
H 2.894 3.135 0.527 -0.061
H 2.676 -1.340 1.949 0.024
H 1.097 1.799 -4.755 0.092
H 0.239 6.271 0.938 0.079
H 0.553 -0.938 -5.036 0.071
H -4.640 -3.630 -0.290 0.054
H -2.989 2.430 -0.329 0.032
H -2.966 -2.060 0.359 0.037
H 3.136 -2.507 -2.142 -0.039
H 6.283 -1.323 -1.855 0.077
H 4.770 -1.626 3.081 0.066
H -5.300 -0.392 3.889 0.073
H -1.416 -0.944 4.576 0.082
H -1.185 -0.817 -5.343 0.068
H -4.289 -1.004 2.612 0.058
H 1.594 -1.415 -0.693 0.050
H -4.149 -3.665 1.344 0.053
H 0.014 0.409 -6.055 0.088
H 4.863 -3.152 2.031 0.092
H -1.011 5.767 1.981 0.048
H 1.424 -0.625 -2.220 0.036
H -5.106 0.775 0.758 0.078
H -2.195 3.545 -1.344 0.089
H -1.789 -0.276 2.101 0.088
H 5.724 2.209 -3.855 0.151
H 1.673 3.070 -3.102 0.034
H 0.776 0.323 3.362 -0.024
H -2.329 -4.898 1.730 -0.026
H -0.155 3.224 -2.770 0.095
H -2.337 -5.750 4.893 0.069
H -5.638 2.364 2.761 0.123
H 2.138 0.259 -0.857 0.050
H 0.027 -1.878 5.016 0.083
H -3.865 -1.257 4.332 0.067
H -1.318 1.361 1.469 0.052
H -2.853 -5.165 6.407 0.091
H -4.309 -1.351 -2.007 0.065
H 3.583 -2.907 3.289 0.075
H -0.384 -1.668 3.351 0.048
H 3.518 0.041 -4.856 0.105
H -4.609 -0.387 -3.453 0.067
H -2.271 0.237 0.464 0.085
H 6.206 -2.807 -0.785 0.096
H -1.280 -3.563 6.069 0.115
H 2.462 0.566 -3.543 0.042
```

---

Formula: C4H16BrN8O4Y
Source: the OMol25 dataset
Level of theory: ωB97M-V/def2-TZVPD

Results
Energy relative to the best compared isomer or geometry (same formula, charge and spin): 2.427 eV
HOMO: -13.7654 eV
Net charge: +2
Multiplicity: 1
Orbital gap: 4.4 eV
Electronic energy: -95594.8547 eV
Maximum force: 3.8 eV/Å

XYZ file:
```
34
Properties=species:S:1:pos:R:3:lowdin_charge:R:1
Y 7.898 -0.158 -31.561 1.797
Br 9.341 0.252 -34.040 0.123
O 13.691 -1.520 -35.461 0.031
O 7.290 2.928 -38.412 0.070
O 7.752 -2.423 -32.345 -0.195
O 7.039 1.891 -32.010 -0.229
N 7.637 3.293 -33.711 0.226
N 7.081 1.464 -36.677 0.123
N 9.018 1.523 -37.969 0.156
N 15.327 -0.398 -34.333 0.160
N 6.966 -4.482 -32.934 0.224
N 13.089 -0.195 -33.740 0.125
N 6.004 3.899 -32.216 0.227
N 7.597 -2.987 -34.558 0.214
C 7.765 2.045 -37.748 -0.675
C 7.433 -3.254 -33.252 -0.583
C 14.034 -0.735 -34.596 -0.676
C 6.911 3.007 -32.635 -0.569
H 5.492 3.601 -31.399 0.134
H 8.220 2.589 -34.143 0.014
H 6.741 -5.074 -33.716 0.136
H 7.454 -3.690 -35.265 0.139
H 6.013 4.881 -32.438 0.146
H 7.442 4.131 -34.237 0.147
H 8.168 -2.195 -34.814 0.053
H 15.576 0.304 -33.659 0.096
H 12.146 -0.459 -33.939 0.006
H 16.043 -0.626 -34.999 0.114
H 7.601 0.948 -35.993 -0.031
H 9.451 0.786 -37.447 0.076
H 9.601 2.079 -38.570 0.112
H 6.228 1.928 -36.423 0.092
H 6.669 -4.645 -31.989 0.134
H 13.356 0.329 -32.929 0.083
```

---

Formula: C51H52BN10S3Ti
Source: the OMol25 dataset
Level of theory: ωB97M-V/def2-TZVPD

Results
HOMO (spin up / spin down): -8.8244 / -10.5941 eV
Net charge: +1
Multiplicity: 3
Orbital gap (spin up / spin down): 6.7 / 7.0 eV
Electronic energy: -124923.2689 eV
Maximum force: 0.7 eV/Å

XYZ file:
```
118
Properties=species:S:1:pos:R:3:lowdin_spin:R:1
Ti -0.061 -0.253 -0.153 0.187
S 3.238 -0.023 -0.362 0.389
S 0.248 0.046 -3.431 0.330
S 3.191 0.068 -3.162 0.023
N 3.415 0.787 -1.800 0.079
N -1.385 -0.197 2.602 0.000
N -0.147 -0.439 2.087 0.004
N -2.569 -1.419 0.770 0.000
N -1.179 1.483 0.269 0.006
N 1.767 -0.332 -0.064 0.276
N -0.212 -0.123 -1.969 0.031
N 1.829 -0.384 -3.666 0.002
N -2.403 1.153 0.788 0.000
N -1.431 -1.846 0.137 0.002
C -0.871 3.842 -4.681 0.005
C -4.796 -2.319 1.444 0.000
C -3.230 2.206 0.682 0.002
C -1.334 -1.327 -5.210 0.011
C 0.357 2.035 -3.686 0.278
C -0.783 2.504 -4.312 0.021
C -0.345 -1.532 -4.268 0.177
C 2.029 2.812 2.007 0.001
C 5.359 3.108 0.252 0.001
C -0.349 -3.877 -4.722 0.010
C 3.968 1.166 -4.318 0.002
C 6.280 4.442 -1.540 0.000
C 6.168 -2.597 -3.733 0.002
C -1.848 -2.415 -5.909 0.001
C 0.682 -0.585 3.124 0.003
C 6.392 2.190 0.072 0.000
C 7.358 2.394 -0.904 0.000
C 2.130 -0.925 3.002 0.000
C -0.540 -3.906 -0.882 0.001
C -4.639 2.179 1.169 0.000
C -2.534 3.240 0.083 0.000
C -1.604 -3.117 -0.202 0.002
C -1.255 2.744 -0.162 0.003
C 4.162 -1.417 -3.211 0.009
C 5.678 -3.709 -3.065 0.000
C 2.986 3.018 1.023 0.005
C 3.771 2.405 3.607 0.001
C 0.202 4.691 -4.453 -0.004
C 4.344 2.906 1.316 0.007
C -2.543 0.066 4.791 0.000
C -1.356 -3.686 -5.663 -0.004
C 3.575 1.067 -5.646 0.000
C 3.657 -2.521 -2.537 0.006
C 2.420 2.511 3.304 0.001
C 5.414 -1.433 -3.803 0.000
C 4.426 -3.670 -2.463 0.003
C 4.907 2.089 -3.888 0.000
C 5.457 2.949 -4.826 0.001
C 5.075 2.872 -6.159 0.000
C -0.094 3.437 -0.772 0.001
C 1.420 2.885 -3.422 0.046
C -1.339 -0.172 3.945 0.002
C 0.163 -2.797 -4.020 0.028
C 1.344 4.213 -3.825 0.017
C -3.452 -2.436 0.813 0.001
C -2.873 -3.533 0.202 0.000
C 4.726 2.594 2.620 0.002
C 4.139 1.931 -6.571 0.000
C 5.307 4.230 -0.574 0.000
C -0.030 -0.410 4.317 0.000
C 7.310 3.525 -1.707 0.000
B -2.578 -0.129 1.642 0.000
H -3.314 -4.507 0.066 0.000
H 6.273 -4.611 -3.012 0.000
H 6.243 5.336 -2.152 0.000
H 6.435 1.308 0.702 0.000
H 2.330 -1.487 2.098 0.000
H -4.720 -2.230 2.529 0.000
H -1.607 1.826 -4.514 0.004
H 2.687 3.234 0.003 0.000
H 0.358 -0.477 5.320 0.000
H 2.679 -2.478 -2.077 0.002
H 4.047 -4.537 -1.938 0.000
H -2.247 0.145 5.835 0.000
H 2.826 0.343 -5.941 0.000
H 5.780 2.520 2.863 0.000
H 0.146 5.728 -4.759 0.000
H 5.798 -0.564 -4.321 0.000
H 6.184 3.684 -4.506 0.000
H 0.953 -2.935 -3.295 0.002
H -4.680 2.110 2.257 0.000
H 5.506 3.551 -6.882 0.000
H 1.673 2.347 4.071 0.000
H 0.038 -4.873 -4.544 0.002
H -1.748 -4.533 -6.211 0.000
H 0.417 -3.384 -0.843 0.001
H -3.606 -0.069 2.236 0.000
H -1.768 4.212 -5.161 0.001
H 2.176 4.879 -3.626 0.003
H 8.157 1.673 -1.029 0.000
H -0.421 -4.871 -0.391 0.000
H -5.182 1.327 0.761 0.000
H 2.746 -0.024 2.990 0.000
H 4.520 4.960 -0.428 0.000
H 3.841 1.877 -7.609 0.000
H 0.270 4.224 -0.109 0.000
H -5.383 -3.206 1.216 0.000
H 0.975 2.869 1.765 0.000
H -3.260 -0.750 4.700 0.000
H 8.078 3.696 -2.451 0.000
H 2.276 2.562 -2.852 0.005
H -0.372 3.896 -1.719 0.000
H -3.051 0.989 4.508 0.000
H -2.626 -2.265 -6.647 0.001
H -2.906 4.224 -0.149 0.000
H 4.083 2.178 4.619 0.000
H 7.141 -2.629 -4.206 0.000
H -1.706 -0.326 -5.401 0.004
H 5.185 2.149 -2.844 0.000
H -5.148 3.090 0.864 0.000
H 2.432 -1.526 3.860 0.000
H -5.335 -1.446 1.076 0.000
H -0.796 -4.085 -1.925 0.000
H 0.717 2.737 -0.954 0.001
```

---

Q: What is the formula in the first record?
A: C4H11NO3

---

Q: The highest maximum force belongs to which entry?
A: C4H11NO3

---

Q: Look up the electronic energy of the third one.
A: -95594.8547 eV

---

Q: multiplicity of number 1 (C4H11NO3)?
A: 1